Entry 1:
{
  "formula": "C3H12O3Tl",
  "method": "ωB97M-V/def2-TZVPD",
  "charge": 3,
  "total_energy_ha": -518.06101,
  "elements": ["H", "H", "H", "O", "H", "C", "H", "H", "C", "C", "H", "O", "H", "H", "H", "O", "H", "H", "Tl"],
  "coordinates": [[-1.587713, -1.641939, 1.631915], [1.344024, 1.603354, -1.272988], [-0.301829, 2.168493, -0.745808], [0.655960, 0.529283, 0.342262], [2.161258, 0.877360, 1.793408], [0.272372, 1.593005, -1.471896], [0.119910, 2.096545, -2.426517], [-0.081657, -3.233545, 0.487372], [1.614085, 1.380920, 0.996448], [-1.681233, -2.325830, 0.788323], [1.122672, 2.243467, 1.446593], [-0.429136, -2.428831, 0.095851], [-1.152301, 0.409798, -1.802358], [2.338493, 1.657756, 0.230487], [-2.120011, -3.282091, 1.073159], [-0.243246, 0.289793, -1.518060], [-0.205008, 0.878755, 0.583506], [-2.463153, -1.766219, 0.274964], [0.636510, -1.050073, -0.506663]],
  "atomic_forces_ev_per_a": [[0.65, -0.63, 0.67], [-0.49, 0.22, -0.57], [0.20, 0.32, -0.08], [1.61, 6.85, 8.94], [-0.29, -0.35, -0.01], [0.80, 4.29, -2.18], [-0.07, -0.31, -0.24], [0.91, -1.11, -0.15], [2.65, 1.16, 1.42], [-3.60, 2.33, 1.86], [-0.19, 0.00, -0.33], [-2.36, -6.17, 1.28], [-0.89, -0.73, -1.05], [-0.03, 0.31, 0.22], [0.62, -0.30, -0.17], [-4.18, 2.31, -5.28], [-0.74, 0.06, 0.32], [0.25, -0.45, -1.28], [5.12, -7.78, -3.39]],
  "lowdin_charge": [0.124, 0.116, 0.148, -0.289, 0.141, -0.024, 0.163, 0.182, 0.062, 0.029, 0.157, -0.124, 0.192, 0.129, 0.161, -0.113, 0.165, 0.131, 1.650]
}

***

Entry 2:
{
  "formula": "C3H12O4",
  "method": "ωB97M-V/def2-TZVPD",
  "smiles": "C=C(C)O.O.O.O",
  "total_energy_ha": -422.44302,
  "elements": ["H", "H", "H", "H", "C", "H", "O", "H", "C", "C", "H", "O", "H", "H", "H", "H", "H", "O", "O"],
  "coordinates": [[3.868649, -0.918199, -1.857976], [-1.140776, 2.965229, -0.169755], [-1.294636, -1.240283, 1.609899], [-2.954882, 0.682576, 0.026431], [0.368648, -0.628647, 0.510665], [0.331061, -0.772051, -1.599541], [3.352016, -0.108317, -1.917496], [-4.174988, 0.087839, 0.756956], [-0.216695, -0.885640, -0.664078], [-0.324251, -0.778610, 1.816237], [-0.687571, 1.492743, -0.402502], [-1.467078, 2.069714, -0.292421], [-0.555546, 0.176889, 2.315934], [3.757497, 0.379320, -2.641630], [0.302437, -1.311490, 2.532792], [-1.189704, -1.352662, -0.729461], [2.091928, -0.417438, -0.238141], [1.668211, -0.201993, 0.601921], [-3.293941, -0.128020, 0.425491]],
  "atomic_forces_ev_per_a": [[0.03, -0.03, -0.01], [0.05, -0.06, 0.00], [0.28, -0.14, 0.38], [0.14, 0.17, 0.08], [0.02, 0.11, -0.28], [0.00, 0.03, 0.18], [0.07, -0.17, 0.00], [0.25, -0.01, -0.12], [0.34, -0.30, -0.28], [-0.39, 0.40, 0.33], [-0.38, 0.17, 0.08], [0.24, -0.19, -0.11], [0.21, -0.05, -0.45], [-0.11, 0.08, 0.05], [-0.15, -0.33, -0.15], [-0.06, 0.28, 0.18], [0.19, 0.43, -0.13], [-0.34, -0.24, 0.16], [-0.37, -0.16, 0.09]],
  "lowdin_charge": [0.050, 0.045, 0.071, 0.000, -0.479, 0.065, -0.042, 0.040, 0.026, -0.038, 0.026, -0.057, 0.092, 0.049, 0.083, 0.060, 0.055, 0.025, -0.067]
}

***

Entry 3:
{
  "formula": "C3H12O4",
  "method": "ωB97M-V/def2-TZVPD",
  "total_energy_ha": -422.10444,
  "elements": ["H", "H", "C", "O", "H", "O", "H", "O", "H", "H", "H", "H", "C", "C", "O", "H", "H", "H", "H"],
  "coordinates": [[-2.094504, 0.311748, 0.113714], [1.658703, -2.059702, 1.099694], [1.977768, 0.721662, 0.228598], [1.605749, 1.426295, -0.801169], [0.445059, 0.442668, -1.348905], [-2.200898, 0.445195, -0.866302], [-0.200981, -1.765665, 1.132258], [-1.697209, -0.008809, 1.615902], [-0.032653, 0.439698, 0.993446], [2.851318, 0.074652, -0.063429], [-2.334219, -0.456616, 2.164973], [-1.021963, -0.056625, -1.419113], [0.816286, -1.409737, 0.990079], [0.880994, -0.065337, 0.777010], [-0.104340, -0.299627, -1.684755], [-0.610221, -3.630098, -0.645060], [-0.675985, -2.966041, -0.966684], [2.409230, 1.409065, 0.996371], [-2.891648, 1.082808, -1.062716]],
  "atomic_forces_ev_per_a": [[-0.21, -0.11, 0.93], [0.46, -0.33, -0.19], [0.14, -1.08, -0.10], [0.05, 0.96, -0.48], [-0.06, 0.38, -0.79], [-1.25, 0.40, -0.19], [0.10, -0.21, -0.02], [0.44, 0.02, -0.32], [-0.56, 0.45, -0.29], [0.17, 0.11, 0.20], [-0.42, -0.18, 0.28], [-0.35, 0.09, 0.04], [-0.69, 0.23, 0.35], [0.20, 0.52, 0.23], [1.65, -0.97, -0.07], [-0.02, -0.10, 0.02], [0.01, 0.08, -0.07], [0.26, -0.22, 0.36], [0.11, -0.04, 0.12]],
  "lowdin_charge": [-0.005, 0.086, -0.363, -0.007, -0.013, -0.044, 0.058, -0.289, 0.062, 0.184, -0.035, -0.057, 0.175, -0.083, -0.008, 0.040, 0.028, 0.191, 0.081]
}

***

Entry 4:
{
  "formula": "C3H12O4",
  "method": "ωB97M-V/def2-TZVPD",
  "smiles": "C=C(C)O.O.O.O",
  "total_energy_ha": -422.39593,
  "elements": ["C", "O", "H", "O", "H", "C", "O", "H", "H", "H", "O", "H", "H", "H", "H", "H", "H", "H", "C"],
  "coordinates": [[-0.719507, -0.210425, -0.593624], [-0.703569, 1.048477, 1.283102], [0.090482, 1.252414, 1.783462], [-0.869152, 3.596888, -1.279383], [-2.486618, -1.943882, 0.356415], [0.433562, -1.124705, 1.464353], [3.698490, -0.665107, -1.480248], [1.451142, -0.729007, 1.523327], [0.403055, -2.080635, 0.922126], [-1.977602, -3.463184, 0.459657], [-1.735455, -2.531819, 0.434080], [-0.691557, -0.906590, -1.419509], [3.760924, 0.242264, -1.158601], [-0.050260, -1.354447, 2.419078], [3.222251, -0.372411, -2.272518], [-1.070234, 0.776599, -0.909660], [-0.995974, 3.081403, -2.084679], [-1.221204, 3.179414, -0.502022], [-0.320221, -0.170620, 0.675543]],
  "atomic_forces_ev_per_a": [[-0.03, 1.37, -0.68], [1.08, -0.91, 0.34], [-0.11, 0.65, 0.59], [0.58, 0.95, -0.72], [-0.37, -0.31, -0.06], [0.13, -1.20, 0.01], [-0.49, 1.19, -0.62], [0.10, -0.37, 0.52], [0.51, 0.47, 0.13], [-0.59, 0.31, -0.02], [0.49, -0.66, 0.08], [0.36, -0.62, 0.73], [0.57, -0.10, 1.02], [0.37, 0.43, 0.11], [-0.10, -1.08, -0.37], [-0.21, -0.36, -0.07], [-0.23, -0.22, 0.66], [-0.32, -0.77, 0.11], [-1.75, 1.23, -1.75]],
  "lowdin_charge": [0.038, -0.012, 0.089, -0.059, 0.049, -0.056, -0.068, 0.095, 0.083, 0.055, -0.061, 0.066, 0.031, 0.095, 0.036, 0.048, 0.034, 0.007, -0.470]
}

***

Entry 5:
{
  "formula": "C3H12O4",
  "method": "ωB97M-V/def2-TZVPD",
  "smiles": "C=CCO.O.O.O",
  "total_energy_ha": -422.32262,
  "elements": ["H", "C", "C", "H", "H", "H", "H", "H", "H", "O", "H", "H", "H", "O", "O", "H", "C", "H", "O"],
  "coordinates": [[0.711371, -2.044470, 0.889957], [-1.350173, -2.237588, 1.179954], [-1.185133, -2.011565, 2.637354], [1.802358, 0.639263, -7.174282], [0.408932, 1.823230, 1.481747], [1.983511, 4.987765, -2.210521], [-1.703335, -3.349777, 0.930123], [-1.858624, -4.056600, 3.449862], [0.063600, 3.008749, 2.116193], [0.486053, 2.825915, 1.311911], [-2.006280, -1.566805, 0.638560], [0.992165, 1.748984, -7.052574], [-0.833469, -1.100026, 3.008448], [-0.119355, -2.128190, 0.550442], [2.504473, 4.280093, -1.773698], [1.885358, 3.844385, -1.084831], [-1.546323, -3.038114, 3.377317], [-1.258111, -2.550778, 4.470711], [1.022983, 0.925535, -6.746665]],
  "atomic_forces_ev_per_a": [[2.68, 0.16, 2.58], [0.51, -1.96, -0.73], [-2.20, -2.96, -2.80], [1.40, -1.18, -0.49], [0.66, 1.82, -1.34], [0.33, -0.78, 0.59], [0.26, 2.26, 0.94], [-0.26, -0.21, -1.10], [-1.02, 1.71, 1.93], [0.39, -3.50, -0.67], [-0.38, 0.27, 0.18], [-0.84, 5.69, -1.66], [0.46, 1.15, 0.53], [-2.06, 0.15, -4.19], [-1.75, -0.48, 1.24], [1.39, 1.25, -1.76], [2.14, 3.41, 6.36], [-1.15, -2.26, -1.75], [-0.57, -4.51, 2.15]],
  "lowdin_charge": [0.037, -0.298, -0.197, 0.022, 0.081, 0.037, 0.153, 0.056, -0.010, -0.061, 0.107, -0.043, 0.081, -0.049, -0.115, 0.067, 0.007, 0.104, 0.022]
}

***

Entry 6:
{
  "formula": "C3H12O5",
  "method": "ωB97M-V/def2-TZVPD",
  "total_energy_ha": -497.23196,
  "elements": ["H", "H", "C", "O", "H", "C", "H", "O", "H", "O", "H", "H", "H", "C", "H", "H", "H", "H", "O", "O"],
  "coordinates": [[-0.288027, 0.739039, 0.271793], [2.773985, -0.354924, 1.587862], [-1.712348, -1.651595, 0.541202], [-2.899779, 0.265131, 1.357683], [0.802675, 0.026200, -2.499256], [-1.818610, -0.402939, 1.267360], [-2.534240, -2.002887, -0.067599], [1.001764, 1.834483, 2.079561], [1.713811, 0.909186, 1.432639], [0.224069, 1.058458, -2.253439], [0.481517, 1.822544, -2.792124], [2.272848, -0.760173, -2.623903], [-1.293702, -0.354692, 2.235248], [-0.850111, -0.158971, -0.036977], [0.918956, 2.674491, 1.634853], [-1.517665, 0.235177, -0.803482], [0.009755, -0.700686, -0.488502], [-0.931453, -2.366486, 0.761280], [2.301925, 0.161280, 0.921646], [1.344626, -0.972640, -2.525854]],
  "atomic_forces_ev_per_a": [[-0.28, -0.38, 1.16], [-0.05, 0.20, 0.01], [1.21, 1.20, -0.07], [0.49, -0.17, -1.33], [0.14, -0.42, -0.01], [-2.23, -0.44, 4.06], [0.05, 0.54, -0.37], [-0.31, -0.81, 0.27], [0.12, -0.37, -0.20], [-0.20, 0.57, 0.24], [0.01, -0.25, 0.03], [0.39, 0.09, 0.09], [1.02, -0.18, -0.46], [0.33, 0.01, -3.51], [0.15, 0.59, -0.36], [0.06, -0.31, -0.07], [-0.28, -0.20, 0.31], [0.02, 0.21, 0.23], [-0.20, 0.14, 0.01], [-0.45, -0.02, -0.02]],
  "lowdin_charge": [0.117, 0.033, 0.165, 0.042, -0.063, -0.498, 0.130, -0.126, -0.058, -0.100, 0.038, 0.021, 0.167, -0.022, 0.003, 0.105, 0.109, 0.120, -0.079, -0.104]
}